Record 1
127
Properties=species:S:1:pos:R:3:mulliken_charge:R:1 method="wB97M-V/def2-TZVPD" total_charge=+1 relative_energy_kj_mol=633.0 total_energy_ev=-133017.5399 homo_lumo_gap_ev=4.9 lumo_ev=-5.515
Sr -4.800 1.673 -1.326 1.65
As -1.965 -0.444 0.625 2.06
F -1.459 -1.231 2.123 -0.48
F -3.390 0.201 1.506 -0.49
F -2.579 0.395 -0.878 -0.50
F -0.613 -1.049 -0.387 -0.52
F -2.838 -1.985 0.209 -0.68
F -0.918 0.992 1.046 0.15
C -5.912 -3.541 -1.310 -1.23
C -6.077 -1.992 -0.988 0.04
C -6.506 -1.623 0.475 -0.92
O -6.293 -0.209 0.662 -0.16
C -6.670 0.322 1.890 -0.75
N -4.929 -1.153 -1.490 -0.03
H -6.013 -3.598 -2.394 0.39
H -6.668 -4.118 -0.778 0.38
H -4.907 -3.868 -1.046 0.31
H -6.901 -1.733 -1.653 0.36
H -5.975 -2.219 1.217 0.40
H -7.542 -1.960 0.442 0.43
H -6.081 -0.113 2.697 0.30
H -7.749 0.174 1.928 0.33
H -6.457 1.387 1.792 0.22
H -4.645 -1.444 -2.415 0.24
H -4.105 -1.362 -0.945 -0.03
C -0.697 3.339 -0.676 -0.11
C -0.292 4.680 -1.180 0.80
C 1.192 5.040 -1.128 -0.80
O 1.346 6.415 -1.512 -0.42
C 2.659 6.880 -1.637 -0.77
N -0.883 4.780 -2.544 -0.80
H -0.337 3.131 0.332 -0.23
H -0.158 2.550 -1.200 -0.35
H -1.747 3.069 -0.785 -0.06
H -0.690 5.434 -0.501 0.28
H 1.766 4.526 -1.898 0.25
H 1.589 4.633 -0.198 0.52
H 3.270 6.361 -2.376 0.29
H 3.163 6.584 -0.717 0.31
H 2.749 7.965 -1.691 0.30
H -0.083 5.153 -3.033 0.36
H -0.894 3.884 -3.011 0.22
C 4.206 -6.513 -3.278 -1.49
C 2.718 -6.644 -2.871 0.23
C 1.948 -5.220 -2.672 -0.45
O 0.571 -5.574 -2.366 -0.47
C -0.337 -4.403 -2.119 -0.69
N 2.062 -7.372 -3.872 -0.70
H 4.270 -5.909 -4.183 0.35
H 4.540 -7.511 -3.561 0.41
H 4.781 -6.069 -2.466 0.39
H 2.715 -7.180 -1.922 0.34
H 1.858 -4.713 -3.632 0.21
H 2.428 -4.719 -1.832 0.37
H -0.949 -4.729 -1.279 0.32
H -0.893 -4.167 -3.026 0.30
H 0.081 -3.474 -1.731 0.27
H 1.101 -7.075 -3.780 0.33
H 2.409 -6.996 -4.743 0.28
C 4.386 1.715 2.654 -1.73
C 2.931 1.974 2.092 0.33
C 2.678 1.557 0.589 -0.13
O 3.015 2.736 -0.182 -0.34
C 3.314 2.364 -1.556 -1.16
N 1.995 1.277 3.007 0.04
H 5.071 2.491 2.315 0.48
H 4.633 0.706 2.322 0.28
H 4.416 1.853 3.735 0.37
H 2.737 3.029 2.289 0.24
H 1.636 1.263 0.461 0.01
H 3.294 0.696 0.330 0.58
H 4.182 1.707 -1.498 0.45
H 3.596 3.163 -2.242 0.45
H 2.462 1.835 -1.981 0.31
H 1.242 0.933 2.428 -0.01
H 2.438 0.492 3.462 -0.03
C -0.661 -1.496 -5.094 -1.54
C -1.365 -0.671 -4.013 1.17
C -0.370 0.389 -3.324 0.16
O 0.050 1.408 -4.231 -0.44
C 1.361 1.098 -4.731 -0.47
N -2.226 0.205 -4.750 -0.78
H -1.325 -1.924 -5.845 0.43
H -0.130 -2.392 -4.775 0.12
H 0.044 -0.973 -5.740 0.27
H -1.838 -1.282 -3.244 0.11
H 0.516 -0.124 -2.950 0.63
H -0.977 0.813 -2.525 -0.87
H 1.444 0.259 -5.421 0.16
H 2.129 1.049 -3.959 0.12
H 1.774 1.930 -5.302 0.40
H -2.689 0.772 -4.055 0.11
H -1.670 0.869 -5.270 0.41
C -2.541 1.025 4.729 -1.24
C -2.218 2.539 4.506 0.27
C -0.756 2.843 4.169 -0.16
O -0.780 4.282 3.779 -0.46
C 0.504 4.580 3.303 -0.35
N -3.239 3.106 3.620 -0.77
H -2.364 0.603 3.740 0.20
H -3.544 0.845 5.115 0.34
H -1.875 0.414 5.339 0.38
H -2.400 3.024 5.466 0.44
H -0.427 2.106 3.436 -0.27
H 0.006 2.886 4.947 0.41
H 0.720 3.987 2.415 -0.18
H 1.284 4.439 4.051 0.34
H 0.638 5.637 3.071 0.41
H -4.150 2.937 4.023 0.31
H -3.256 2.389 2.909 0.25
C 1.966 -3.764 2.650 -1.58
C 2.458 -2.302 2.918 1.08
C 3.567 -2.153 3.982 -1.22
O 3.639 -0.736 4.456 -0.28
C 4.495 -0.574 5.516 -0.99
N 2.697 -1.850 1.546 -0.79
H 2.480 -4.205 1.796 0.35
H 0.882 -3.834 2.559 0.32
H 2.204 -4.414 3.492 0.44
H 1.564 -1.723 3.148 0.16
H 4.548 -2.511 3.671 0.37
H 3.291 -2.771 4.837 0.55
H 5.451 -0.432 5.011 0.38
H 4.462 -1.398 6.228 0.32
H 4.312 0.364 6.041 0.26
H 1.808 -1.830 1.066 0.39
H 3.010 -0.890 1.552 -0.07



Record 2
122
Properties=species:S:1:pos:R:3:lowdin_spin:R:1 method="wB97M-V/def2-TZVPD" total_energy_ev=-73763.3829 s2=2.00 homo_lumo_gap_ev="8.1 / 6.8" lumo_ev="0.102 / -1.226" spin_multiplicity=3
Pd 0.237 -2.722 1.974 1.47
Cl -1.047 -2.268 4.045 0.18
F 0.372 -0.842 0.898 0.08
C -2.705 1.322 2.970 0.00
C -1.433 1.940 2.377 0.00
C -0.177 1.712 3.171 0.00
O 0.876 2.445 2.534 0.00
C 1.673 3.191 3.410 0.00
N -1.378 1.424 1.016 0.00
H -3.541 1.380 2.274 0.00
H -2.962 1.800 3.915 0.00
H -2.519 0.258 3.117 0.00
H -1.540 3.019 2.267 0.00
H 0.115 0.662 3.181 0.00
H -0.366 1.932 4.222 0.00
H 2.416 2.572 3.912 0.00
H 1.102 3.760 4.143 0.00
H 2.299 3.823 2.781 0.00
H -0.524 1.895 0.752 0.00
H -0.994 0.495 1.113 0.00
C 2.435 -4.173 0.262 0.01
C 2.370 -4.703 1.727 0.01
C 3.081 -3.729 2.675 0.00
O 2.403 -2.426 2.632 0.04
C 2.933 -1.530 3.606 0.00
N 0.967 -4.746 2.145 0.07
H 3.452 -4.125 -0.127 0.00
H 1.930 -3.208 0.239 0.01
H 1.857 -4.786 -0.431 0.00
H 2.836 -5.675 1.882 0.00
H 4.101 -3.521 2.350 0.00
H 3.071 -4.124 3.690 0.00
H 3.994 -1.310 3.487 0.00
H 2.794 -1.966 4.595 0.00
H 2.386 -0.588 3.577 0.00
H 0.730 -5.681 1.846 0.00
H 1.024 -4.916 3.139 0.00
C 0.417 5.448 -3.045 0.00
C 0.762 4.548 -1.821 0.00
C 0.166 5.078 -0.462 0.00
O 1.021 6.097 0.037 0.00
C 0.691 6.463 1.380 0.00
N 0.179 3.270 -2.141 0.00
H 0.988 6.374 -2.982 0.00
H -0.640 5.707 -3.105 0.00
H 0.612 4.917 -3.976 0.00
H 1.818 4.344 -1.646 0.00
H 0.178 4.284 0.284 0.00
H -0.856 5.454 -0.526 0.00
H -0.233 7.009 1.573 0.00
H 1.567 7.029 1.694 0.00
H 0.604 5.528 1.935 0.00
H 0.474 3.131 -3.097 0.00
H 0.753 2.590 -1.663 0.00
C 0.434 -0.090 -2.964 0.00
C -0.137 -1.488 -2.657 0.00
C 0.926 -2.561 -2.477 0.00
O 0.292 -3.897 -2.398 0.00
C 0.973 -4.970 -3.103 0.00
N -1.025 -1.446 -1.518 0.00
H 1.267 0.106 -2.289 0.00
H -0.278 0.734 -3.002 0.00
H 0.850 -0.074 -3.971 0.00
H -0.713 -1.786 -3.533 0.00
H 1.523 -2.261 -1.616 0.00
H 1.509 -2.603 -3.397 0.00
H 0.295 -5.823 -3.110 0.00
H 1.948 -5.225 -2.687 0.00
H 1.123 -4.742 -4.159 0.00
H -0.448 -1.062 -0.783 0.00
H -1.630 -0.657 -1.692 0.00
C -4.729 0.764 -1.137 0.00
C -3.677 1.782 -1.574 0.00
C -3.632 3.086 -0.748 0.00
O -4.857 3.737 -0.721 0.00
C -5.066 4.507 -1.879 0.00
N -2.380 1.135 -1.599 0.00
H -4.606 0.499 -0.087 0.00
H -4.697 -0.166 -1.705 0.00
H -5.704 1.245 -1.208 0.00
H -3.969 2.004 -2.600 0.00
H -2.759 3.685 -1.008 0.00
H -3.338 2.757 0.249 0.00
H -4.214 5.132 -2.145 0.00
H -5.963 5.107 -1.726 0.00
H -5.212 4.010 -2.838 0.00
H -2.114 0.950 -0.643 0.00
H -1.621 1.762 -1.826 0.00
C 4.006 2.679 0.077 0.00
C 3.239 1.372 0.030 0.00
C 3.565 0.424 1.183 0.00
O 4.997 0.047 1.137 0.00
C 5.224 -0.958 0.222 0.00
N 1.804 1.645 0.049 0.00
H 4.875 2.675 -0.580 0.00
H 4.247 2.944 1.106 0.00
H 3.434 3.521 -0.313 0.00
H 3.510 0.892 -0.910 0.00
H 2.882 -0.425 1.156 0.00
H 3.323 0.920 2.123 0.00
H 4.489 -1.743 0.404 0.00
H 6.214 -1.383 0.389 0.00
H 5.234 -0.690 -0.835 0.00
H 1.315 0.765 0.130 0.00
H 1.548 2.108 0.910 0.00
C -3.164 -2.685 0.833 0.00
C -2.359 -3.869 0.353 0.00
C -2.919 -4.464 -0.986 0.00
O -2.096 -5.564 -1.312 0.00
C -2.539 -6.214 -2.505 0.00
N -0.971 -3.509 0.170 0.11
H -4.206 -2.928 0.626 0.00
H -2.940 -1.726 0.364 0.00
H -2.996 -2.567 1.903 0.00
H -2.338 -4.634 1.129 0.00
H -2.912 -3.703 -1.767 0.00
H -3.943 -4.786 -0.798 0.00
H -2.461 -5.562 -3.375 0.00
H -3.594 -6.487 -2.539 0.00
H -1.970 -7.138 -2.601 0.00
H -0.750 -4.212 -0.521 0.00
H -0.889 -2.761 -0.505 0.00



Record 3
124
Properties=species:S:1:pos:R:3:mulliken_charge:R:1 method="wB97M-V/def2-TZVPD" total_charge=-1 relative_energy_kj_mol=383.5 total_energy_ev=-75747.7411 homo_lumo_gap_ev=7.6 lumo_ev=2.339
Cl 1.167 -1.247 0.664 1.22
O 1.766 -2.194 -0.156 -0.66
O 0.528 -0.300 -0.199 -0.63
O 0.320 -1.922 1.521 -0.45
O 2.084 -0.525 1.506 -0.76
C 0.104 -0.956 5.625 -1.82
C -0.900 -1.840 5.049 1.84
C -0.469 -3.272 4.648 -0.89
O -1.638 -4.029 4.454 -0.43
C -1.215 -5.415 4.239 -0.84
N -1.973 -2.006 5.983 -0.78
H 1.004 -1.030 5.013 0.25
H 0.398 -1.248 6.633 0.34
H -0.015 0.118 5.763 0.41
H -1.160 -1.396 4.087 -0.77
H 0.198 -3.672 5.412 0.52
H 0.130 -3.283 3.737 0.35
H -0.491 -5.440 3.425 0.33
H -2.143 -5.870 3.894 0.29
H -0.822 -5.970 5.091 0.28
H -1.628 -2.653 6.678 0.32
H -2.388 -2.695 5.372 0.58
C 3.759 1.039 3.930 -1.29
C 2.740 2.224 3.843 0.47
C 3.192 3.357 2.966 -0.49
O 2.094 4.260 2.912 -0.11
C 2.577 5.545 2.393 -0.69
N 1.522 1.576 3.433 -0.13
H 4.767 1.331 4.223 0.45
H 3.838 0.537 2.965 0.25
H 3.477 0.238 4.614 0.33
H 2.643 2.635 4.848 0.28
H 3.444 3.035 1.955 -0.15
H 4.132 3.742 3.362 0.52
H 3.333 5.951 3.065 0.40
H 1.676 6.151 2.292 0.08
H 2.922 5.461 1.363 0.20
H 1.390 0.807 4.073 0.00
H 1.785 0.993 2.651 0.03
C 2.966 0.833 -6.347 -1.33
C 2.051 -0.341 -6.585 0.50
C 1.627 -1.045 -5.244 -0.09
O 2.785 -1.780 -4.790 -0.37
C 2.651 -2.481 -3.606 -0.32
N 0.815 0.019 -7.303 -0.73
H 3.402 1.187 -7.281 0.37
H 3.826 0.526 -5.751 0.33
H 2.630 1.685 -5.755 0.26
H 2.673 -1.093 -7.071 0.20
H 0.776 -1.680 -5.491 0.21
H 1.323 -0.298 -4.511 0.00
H 3.626 -2.928 -3.417 0.32
H 1.939 -3.305 -3.639 -0.06
H 2.523 -1.826 -2.744 0.19
H 1.025 0.203 -8.273 0.26
H 0.206 -0.770 -7.468 0.25
C -2.191 2.785 0.064 -1.93
C -0.813 3.589 0.167 2.01
C -0.841 4.925 0.918 -1.09
O -1.040 4.720 2.323 -0.24
C -1.388 5.953 2.995 -1.10
N 0.126 2.640 0.812 0.11
H -3.022 3.358 -0.348 0.49
H -2.561 2.260 0.944 0.37
H -1.961 2.032 -0.690 0.45
H -0.379 3.779 -0.815 -0.49
H -1.690 5.479 0.518 0.54
H 0.050 5.518 0.714 0.31
H -1.091 5.952 4.044 0.38
H -2.412 6.312 2.891 0.34
H -0.784 6.845 2.832 0.36
H -0.010 1.754 0.346 -0.10
H 1.012 2.931 0.425 -0.25
C -0.753 -7.143 -4.208 -1.28
C -1.723 -5.941 -4.496 0.36
C -1.231 -4.676 -3.679 -0.15
O -1.320 -4.893 -2.281 -0.43
C -0.791 -3.870 -1.453 -0.26
N -1.659 -5.686 -5.929 -0.68
H 0.299 -6.924 -4.388 0.26
H -0.994 -8.060 -4.746 0.40
H -0.803 -7.372 -3.143 0.33
H -2.775 -6.180 -4.336 0.21
H -1.939 -3.883 -3.920 0.37
H -0.264 -4.367 -4.077 -0.18
H 0.242 -3.636 -1.707 0.18
H -0.762 -4.214 -0.419 0.17
H -1.480 -3.027 -1.509 0.25
H -1.798 -6.531 -6.465 0.23
H -0.821 -5.209 -6.227 0.22
C -3.038 -1.575 0.747 -1.12
C -3.411 -0.843 2.086 0.82
C -4.671 0.096 1.947 -1.02
O -5.077 0.783 3.194 -0.37
C -5.778 1.970 2.900 -0.65
N -3.532 -1.923 3.074 -0.50
H -2.676 -0.729 0.163 0.14
H -3.954 -1.902 0.254 0.36
H -2.293 -2.369 0.703 0.24
H -2.508 -0.300 2.363 0.21
H -5.521 -0.529 1.673 0.39
H -4.451 0.775 1.124 0.41
H -5.100 2.700 2.459 0.21
H -6.068 2.496 3.810 0.28
H -6.661 1.754 2.298 0.29
H -2.716 -2.515 3.021 0.04
H -4.285 -2.503 2.733 0.32
C 3.525 1.594 -1.338 -1.46
C 2.692 2.790 -1.823 0.22
C 1.408 2.425 -2.527 0.64
O 0.804 3.569 -3.187 -0.50
C -0.474 3.316 -3.743 -0.59
N 2.445 3.593 -0.674 -0.71
H 4.028 1.089 -2.162 0.48
H 2.997 0.771 -0.854 -0.02
H 4.309 2.022 -0.714 0.45
H 3.360 3.343 -2.483 0.43
H 0.710 1.961 -1.829 0.08
H 1.643 1.665 -3.272 -0.26
H -1.276 3.456 -3.018 0.15
H -0.584 2.349 -4.233 0.23
H -0.618 4.076 -4.510 0.30
H 2.004 4.447 -0.983 0.25
H 3.335 3.987 -0.404 0.28



Record 4
124
Properties=species:S:1:pos:R:3:lowdin_spin:R:1 method="wB97M-V/def2-TZVPD" relative_energy_kj_mol=166.6 total_energy_ev=-75741.1046 s2=0.75 homo_lumo_gap_ev="8.3 / 2.8" lumo_ev="-0.172 / -5.670" spin_multiplicity=2
Cl 1.896 -30.640 -29.841 0.00
O 2.289 -31.770 -30.615 0.00
O 1.541 -29.529 -30.677 0.00
O 0.769 -31.011 -29.115 0.01
O 2.910 -30.334 -28.862 0.00
C -4.569 -32.212 -34.675 0.00
C -4.349 -32.040 -33.158 0.00
C -3.160 -32.889 -32.716 0.00
O -2.481 -32.335 -31.605 0.00
C -1.223 -32.942 -31.357 0.00
N -4.263 -30.660 -32.799 0.00
H -5.545 -31.817 -34.957 0.00
H -4.373 -33.278 -34.786 0.00
H -3.866 -31.648 -35.289 0.00
H -5.212 -32.410 -32.604 0.00
H -2.475 -32.837 -33.562 0.00
H -3.396 -33.950 -32.641 0.00
H -0.608 -32.354 -32.038 0.00
H -1.121 -34.000 -31.598 0.00
H -0.950 -32.819 -30.309 0.00
H -3.486 -30.293 -33.329 0.00
H -5.056 -30.245 -33.266 0.00
C 1.692 -35.118 -28.509 0.00
C 2.412 -34.734 -27.204 0.00
C 3.899 -35.173 -26.992 0.00
O 3.928 -36.576 -26.980 0.00
C 5.174 -37.078 -27.101 0.00
N 2.162 -33.336 -26.985 0.00
H 1.087 -36.006 -28.323 0.00
H 2.519 -35.396 -29.162 0.00
H 1.114 -34.379 -29.063 0.00
H 1.826 -35.177 -26.399 0.00
H 4.242 -34.873 -26.003 0.00
H 4.626 -34.717 -27.664 0.00
H 5.841 -36.461 -26.498 0.00
H 5.654 -36.899 -28.063 0.00
H 5.289 -38.141 -26.890 0.00
H 1.246 -33.250 -27.401 0.00
H 2.661 -32.604 -27.470 0.00
C 3.322 -22.222 -30.909 0.00
C 2.522 -23.015 -31.913 0.00
C 2.092 -24.508 -31.472 0.00
O 3.301 -25.257 -31.303 0.00
C 3.081 -26.593 -30.872 0.00
N 1.247 -22.299 -32.062 0.00
H 2.824 -22.056 -29.954 0.00
H 3.508 -21.231 -31.324 0.00
H 4.304 -22.662 -30.733 0.00
H 3.074 -23.179 -32.838 0.00
H 1.450 -24.906 -32.258 0.00
H 1.520 -24.522 -30.545 0.00
H 4.025 -27.134 -30.809 0.00
H 2.395 -27.068 -31.574 0.00
H 2.603 -26.573 -29.893 0.00
H 0.672 -22.655 -32.812 0.00
H 0.683 -22.410 -31.231 0.00
C -1.617 -27.230 -31.603 0.00
C -1.902 -28.556 -32.359 0.00
C -1.002 -28.601 -33.598 0.00
O -1.572 -29.715 -34.346 0.00
C -1.581 -29.548 -35.749 0.00
N -1.587 -29.650 -31.456 0.00
H -1.312 -26.407 -32.248 0.00
H -0.665 -27.394 -31.097 0.00
H -2.487 -26.929 -31.020 0.00
H -2.950 -28.491 -32.651 0.00
H 0.004 -28.905 -33.307 0.00
H -0.887 -27.606 -34.027 0.00
H -1.831 -28.566 -36.151 0.00
H -2.303 -30.249 -36.168 0.00
H -0.621 -29.711 -36.239 0.00
H -0.958 -30.272 -31.943 0.00
H -0.927 -29.077 -30.951 0.00
C 5.444 -27.275 -25.138 0.00
C 4.887 -28.086 -26.299 0.00
C 5.971 -28.891 -27.087 0.00
O 6.957 -27.979 -27.652 0.00
C 6.357 -27.244 -28.706 0.00
N 3.787 -28.925 -25.773 0.01
H 4.752 -26.533 -24.742 0.00
H 6.177 -26.532 -25.452 0.00
H 5.784 -27.874 -24.293 0.00
H 4.392 -27.324 -26.900 0.00
H 5.508 -29.430 -27.914 0.00
H 6.515 -29.645 -26.520 0.00
H 6.211 -26.250 -28.283 0.00
H 5.512 -27.634 -29.275 0.00
H 7.137 -27.009 -29.430 0.00
H 3.371 -29.371 -26.578 0.00
H 4.014 -29.687 -25.151 0.00
C 3.035 -34.179 -32.958 0.00
C 1.518 -34.489 -33.087 0.00
C 0.733 -33.753 -34.243 0.00
O 1.260 -34.152 -35.434 0.00
C 0.738 -33.206 -36.351 0.00
N 1.381 -35.943 -33.082 0.00
H 3.466 -34.628 -33.853 0.00
H 3.433 -34.676 -32.073 0.00
H 3.213 -33.114 -32.809 0.00
H 1.022 -34.158 -32.175 0.00
H 0.928 -32.706 -34.011 0.00
H -0.356 -33.786 -34.225 0.00
H 0.907 -32.136 -36.227 0.00
H -0.304 -33.407 -36.601 0.00
H 1.219 -33.251 -37.328 0.00
H 2.120 -36.339 -32.518 0.00
H 1.501 -36.344 -34.001 0.00
C -0.488 -27.750 -27.494 0.03
C -0.432 -28.832 -26.368 0.12
C -1.015 -28.279 -25.026 0.01
O -2.284 -27.668 -25.107 0.02
C -2.411 -26.543 -24.248 0.00
N -1.184 -29.995 -26.754 0.68
H -0.666 -28.125 -28.501 0.00
H 0.381 -27.113 -27.656 0.00
H -1.302 -27.034 -27.386 0.01
H 0.631 -29.072 -26.353 0.07
H -0.140 -27.836 -24.550 0.00
H -1.209 -29.038 -24.269 0.00
H -1.499 -25.946 -24.245 0.00
H -2.516 -26.814 -23.197 0.00
H -3.257 -25.878 -24.423 0.00
H -1.069 -30.675 -26.017 0.02
H -0.813 -30.448 -27.578 0.02